243
Properties=species:S:1:pos:R:3:forces:R:3:lowdin_charge:R:1 method="wB97M-V/def2-TZVPD" e_homo_ev=-7.94 charge=0 e_lumo_ev=-0.034 smiles=CC1(C)CCCC(C)(C)N1O.CC1(C)CCCC(C)(C)N1O.CC1(C)CCCC(C)(C)N1O.COC[C@H](C)N.COC[C@H](C)N.COC[C@H](C)N.COC[C@H](C)N.COC[C@H](C)N.COC[C@H](C)N.COC[C@H](C)N.COC[C@H](C)N.COC[C@H](C)N orbital_gap_ev=7.9019
C -8.004856 3.093724 0.740513 -0.1 -0.9 -0.6 -0.066
C -8.426196 1.895104 1.623313 -0.9 3.5 2.1 -0.434
C -7.936146 0.558214 1.250723 -0.4 -1.3 -1.0 -0.213
O -8.612926 -0.504766 1.979133 0.6 0.1 -0.9 -0.183
C -8.162116 -1.802716 1.519173 -0.5 0.5 0.5 -0.095
N -7.973176 2.261124 2.993483 0.6 -1.0 0.9 0.021
H -8.354946 4.066694 1.085263 0.1 -0.2 0.8 0.072
H -8.536816 3.027744 -0.208577 0.5 -0.3 -0.4 0.072
H -6.920296 3.112774 0.633473 0.0 0.1 -0.3 0.076
H -9.511136 1.996694 1.649643 -0.4 -0.9 -0.4 0.133
H -6.847796 0.501654 1.270203 0.2 -0.1 0.8 0.132
H -8.134896 0.424074 0.187433 -0.4 -0.1 -0.3 0.121
H -8.898136 -2.594306 1.659713 -0.5 0.4 0.6 0.079
H -7.297076 -2.076436 2.123223 0.4 -0.1 -0.5 0.082
H -8.044126 -1.840246 0.436223 0.7 0.4 0.0 0.082
H -8.423706 3.023594 3.479033 -0.3 0.8 -1.0 0.064
H -8.231706 1.543424 3.655423 0.3 -0.9 -0.2 0.056
C 11.118744 5.681874 1.234193 -0.1 1.5 -1.1 -0.081
C 10.546224 4.316444 1.030013 -1.2 -0.1 0.1 -0.481
C 10.577294 3.819484 -0.419217 1.5 0.7 0.1 -0.233
O 10.351244 2.453124 -0.558617 -2.5 -0.8 0.4 -0.179
C 8.905244 2.115164 -0.424927 1.5 -0.1 -0.6 -0.052
N 11.287984 3.520664 1.968473 0.6 -1.3 1.0 0.033
H 11.116924 6.051644 2.259563 0.1 -0.5 0.1 0.080
H 10.568104 6.450714 0.692193 -0.1 0.0 -0.3 0.076
H 12.136144 5.690744 0.843153 0.1 0.0 0.2 0.084
H 9.530854 4.272574 1.423983 -0.7 0.5 -0.6 0.121
H 11.588904 3.987744 -0.788597 0.4 -0.2 0.1 0.125
H 10.020034 4.429014 -1.130587 -0.8 0.1 0.3 0.126
H 8.381824 2.681324 0.345523 0.3 -0.1 0.2 0.076
H 8.855044 1.039584 -0.255457 0.1 0.1 0.3 0.082
H 8.380614 2.276014 -1.366717 0.2 0.3 -0.2 0.077
H 10.851514 3.815114 2.830383 0.6 0.2 0.7 0.073
H 11.014884 2.548844 2.001353 0.0 -0.5 -0.8 0.071
C -3.045806 1.671014 7.412043 -0.9 2.0 -0.2 -0.038
C -3.737356 3.059144 7.621083 0.6 -0.5 -0.5 -0.455
C -3.570186 4.021904 6.454103 2.6 -0.3 0.5 -0.240
O -4.054176 5.284114 6.837823 -0.2 -0.4 0.0 -0.184
C -4.105326 6.223344 5.798613 -0.3 0.1 0.1 -0.109
N -5.137156 2.922564 7.786693 -2.3 -0.7 0.1 0.029
H -3.191926 1.115554 8.338443 0.4 -0.2 -0.3 0.078
H -2.018916 1.896804 7.124643 0.2 -0.6 0.3 0.071
H -3.563756 1.201464 6.575773 0.1 -0.4 0.0 0.070
H -3.384526 3.475944 8.564423 0.6 0.4 -0.2 0.134
H -3.920906 3.587884 5.517763 -1.0 0.1 -0.1 0.132
H -2.503136 4.107384 6.248743 0.6 0.3 0.0 0.117
H -4.924456 5.958694 5.129963 -0.1 0.2 -0.3 0.088
H -3.183486 6.281554 5.219893 0.2 -0.1 0.0 0.085
H -4.276156 7.190394 6.271613 -0.1 0.0 -0.2 0.091
H -5.556206 3.718304 7.327023 -0.4 0.5 0.6 0.062
H -5.484636 2.188134 7.186723 0.0 -0.7 0.1 0.066
C -8.178686 -3.829406 6.370573 -0.2 -2.0 0.8 -0.090
C -6.815876 -3.306936 6.771143 0.0 -0.4 -0.5 -0.404
C -5.526876 -4.156416 6.289263 -3.5 1.1 0.8 -0.168
O -5.741546 -5.516816 6.727463 0.6 1.4 -0.5 -0.191
C -4.467576 -6.107176 6.603113 -0.2 -0.8 0.1 -0.132
N -6.797596 -1.882816 6.375583 1.6 -0.6 -0.1 0.027
H -8.166316 -4.891886 6.613573 -0.3 -0.3 0.0 0.067
H -8.556576 -3.793216 5.348813 0.6 0.5 -0.3 0.075
H -8.936916 -3.392086 7.020133 0.0 0.2 -0.1 0.077
H -6.733156 -3.493216 7.841913 -0.2 0.7 0.2 0.130
H -4.734126 -3.658146 6.847273 0.5 -0.3 -0.5 0.116
H -5.472006 -4.117366 5.201343 0.6 0.0 -0.1 0.121
H -4.146366 -6.074606 5.562023 0.3 0.2 -0.1 0.085
H -4.514196 -7.165216 6.860943 -0.2 0.1 0.3 0.088
H -3.784986 -5.579326 7.269093 0.4 -0.2 -0.1 0.086
H -7.027686 -1.957106 5.394953 0.0 0.7 -0.3 0.052
H -7.529246 -1.335186 6.805573 -0.1 -0.3 0.2 0.066
C 4.300494 -5.116666 -3.594987 -0.3 -0.7 1.6 -0.072
C 2.844384 -5.531966 -3.457407 -0.5 0.2 -0.5 -0.415
C 2.462014 -6.874566 -2.709667 1.0 0.9 0.3 -0.203
O 1.159684 -7.267336 -3.033787 -1.2 0.3 0.3 -0.203
C 0.539464 -8.242356 -2.177377 0.3 -0.2 -1.6 -0.088
N 2.138864 -4.387756 -2.833647 -0.5 -1.2 0.5 0.024
H 4.648684 -4.832826 -2.601857 0.2 -0.2 0.2 0.075
H 4.354364 -4.174306 -4.140097 0.2 -0.5 -0.6 0.076
H 4.896444 -5.971686 -3.914167 0.3 0.5 -0.5 0.079
H 2.466704 -5.619686 -4.476117 -0.1 -0.5 -0.3 0.123
H 2.577664 -6.655556 -1.648177 -0.2 0.1 0.4 0.116
H 3.099044 -7.740616 -2.889227 0.7 0.2 -0.5 0.119
H 0.348634 -7.925336 -1.152107 0.2 0.2 -0.1 0.088
H 1.075344 -9.189316 -2.242147 0.6 0.0 0.6 0.081
H -0.372206 -8.527076 -2.702637 -0.4 0.5 0.3 0.083
H 1.171894 -4.555736 -3.072097 -0.4 0.5 0.3 0.062
H 2.405184 -3.480396 -3.188437 0.2 -0.1 -0.3 0.061
C 4.141454 7.749454 -1.506377 0.4 -0.5 -1.3 -0.091
C 3.996654 7.825934 -0.022827 1.2 -0.5 -1.1 -0.473
C 5.234414 7.205074 0.687933 -1.2 0.5 0.3 -0.186
O 5.102224 7.411444 2.080083 -0.4 -1.0 0.6 -0.190
C 4.244764 6.467084 2.688433 -0.9 0.4 1.3 -0.128
N 3.723734 9.203114 0.294823 -0.7 -0.8 0.8 0.053
H 3.335644 8.318764 -1.969697 0.1 -0.1 -0.1 0.084
H 4.149364 6.737034 -1.910157 -0.4 -0.2 0.2 0.078
H 5.099774 8.114764 -1.875527 0.1 0.6 0.2 0.077
H 3.157404 7.167634 0.201643 -0.3 0.3 0.5 0.129
H 6.205354 7.654244 0.479073 -0.1 -0.1 -0.7 0.131
H 5.172764 6.135904 0.485023 0.6 -0.2 -0.2 0.119
H 4.111324 6.771484 3.726523 0.5 0.0 0.2 0.088
H 4.515994 5.411374 2.685663 0.9 0.0 -0.3 0.085
H 3.199594 6.456304 2.379223 -0.1 0.4 -0.9 0.078
H 3.797904 9.201204 1.302093 0.2 1.1 0.2 0.068
H 4.373934 9.815514 -0.176667 0.2 0.1 0.4 0.078
C -3.257596 5.475214 -1.631107 -0.3 -0.8 -1.0 -0.068
C -3.543166 6.799574 -2.293457 -1.3 1.2 0.5 -0.462
C -4.984806 7.310254 -2.141347 -1.7 -0.5 0.0 -0.184
O -5.423276 8.487614 -2.873667 1.3 -0.2 0.5 -0.177
C -6.802606 8.671694 -2.727087 -1.0 -0.5 -0.5 -0.150
N -2.591876 7.720434 -1.775817 1.6 1.5 -0.6 0.027
H -3.202426 5.530794 -0.543927 0.3 0.0 -0.1 0.082
H -2.342526 5.198884 -2.154917 0.5 -0.2 0.9 0.080
H -3.921856 4.657264 -1.910057 -0.5 0.2 0.1 0.074
H -3.335146 6.698834 -3.358677 -0.1 0.0 -0.1 0.143
H -5.335606 7.483524 -1.123987 0.8 0.1 0.7 0.119
H -5.623756 6.464144 -2.394237 -0.3 -0.2 -0.7 0.110
H -7.226256 8.579964 -1.726987 0.6 -0.3 0.5 0.081
H -7.299316 7.917864 -3.337917 -0.3 -0.2 -0.1 0.085
H -7.205596 9.632944 -3.045987 0.9 0.3 -0.4 0.085
H -2.673476 8.591974 -2.279677 0.2 0.2 0.0 0.075
H -2.589486 7.960114 -0.794677 -0.5 -0.5 0.1 0.079
C 8.066214 1.711284 7.005923 -0.2 -1.2 -0.5 -0.059
C 8.261934 0.262064 6.400753 0.9 1.9 0.8 -0.410
C 7.569734 -0.875716 7.154563 -0.7 1.1 -0.3 -0.238
O 8.412244 -1.449036 8.111513 -0.3 -1.3 0.1 -0.164
C 7.850904 -2.672856 8.599083 0.8 -0.3 0.4 -0.107
N 8.073174 0.275414 4.939523 0.3 -0.1 1.0 0.031
H 8.810484 2.376384 6.567963 -0.1 0.0 -0.1 0.065
H 8.250244 1.677664 8.079743 -0.2 0.0 0.1 0.071
H 7.073794 2.104744 6.785943 -0.1 0.0 0.1 0.066
H 9.331784 0.153994 6.579223 0.1 -0.6 -0.2 0.128
H 7.187674 -1.579336 6.414943 0.2 -0.5 -0.1 0.114
H 6.688964 -0.495906 7.672323 -0.4 0.2 0.1 0.123
H 6.975944 -2.573026 9.241403 -0.2 0.5 0.0 0.085
H 8.611524 -3.181006 9.191823 0.1 0.3 0.1 0.085
H 7.604744 -3.408386 7.833253 -0.1 0.3 -0.6 0.082
H 7.113584 0.027834 4.744613 -0.2 -0.1 -0.3 0.061
H 8.670254 -0.483386 4.643173 -0.2 -0.2 -0.7 0.067
C 4.859314 -9.131486 2.722593 -1.7 1.0 -0.3 -0.053
C 4.902484 -7.720666 3.324033 -1.0 1.3 -2.8 -0.493
C 3.502434 -7.149646 3.743383 -0.7 -1.5 0.8 -0.128
O 3.115684 -7.954626 4.900763 0.9 -0.3 0.1 -0.238
C 1.820294 -7.853836 5.471163 0.2 0.5 -1.7 -0.101
N 5.823304 -7.700996 4.345593 1.3 -1.3 3.6 0.028
H 4.166384 -9.035486 1.886693 0.1 -0.4 -0.4 0.071
H 4.333024 -9.770726 3.431463 0.4 -0.4 0.1 0.078
H 5.812784 -9.514276 2.358633 0.0 0.1 0.4 0.084
H 5.435974 -7.091796 2.611283 -1.2 0.5 -1.0 0.128
H 2.749754 -7.270926 2.964363 0.0 -0.2 -0.3 0.111
H 3.436414 -6.108776 4.060123 0.7 0.3 -0.2 0.118
H 1.627024 -6.844106 5.833353 0.0 0.0 0.4 0.082
H 1.662364 -8.624176 6.225973 0.4 0.2 0.0 0.088
H 1.116884 -8.029126 4.657173 -0.5 -0.1 0.0 0.078
H 5.591884 -8.596006 4.752393 0.9 -0.5 1.0 0.068
H 5.500174 -7.102786 5.092473 0.2 0.6 0.1 0.079
C 2.451794 0.268624 -0.017057 -1.0 -0.5 1.1 -0.028
C 1.814164 0.297224 1.404403 -0.8 0.1 1.0 -0.473
C 0.867284 1.506294 1.426713 -1.3 0.5 0.5 -0.142
C -0.318376 1.488954 2.436793 1.8 -0.6 -0.1 -0.182
C -1.163166 0.255784 2.251873 0.1 -0.5 -0.2 -0.140
C -0.319926 -1.086036 2.333813 1.2 1.7 2.2 -0.474
N 1.007424 -0.961766 1.665033 -1.0 2.1 -1.3 -0.128
O 1.680204 -2.177656 1.559803 0.4 0.2 0.1 -0.017
C -0.009586 -1.283016 3.871103 -0.5 -1.1 -0.8 -0.026
C -1.101566 -2.217836 1.718083 0.4 0.2 -0.1 -0.038
C 2.883964 0.494204 2.523403 0.5 -1.4 -1.8 -0.027
H 3.050604 -0.639016 -0.092537 0.3 0.2 -0.3 0.075
H 2.985924 1.189724 -0.250257 0.3 -0.2 0.2 0.085
H 1.589864 0.220374 -0.682527 0.2 -0.2 -0.3 0.078
H 1.444824 2.402614 1.652843 0.3 0.0 -0.2 0.113
H 0.376974 1.682124 0.469223 0.3 -0.2 -0.4 0.110
H -0.834506 2.447824 2.388923 -0.3 -0.2 -0.1 0.111
H 0.097664 1.402304 3.440533 0.1 0.3 0.2 0.095
H -1.756176 0.275214 1.337513 0.2 0.1 -0.3 0.111
H -1.891686 0.279874 3.062293 -0.1 -0.5 0.1 0.111
H 0.642984 -0.507586 4.272303 -0.4 0.1 0.0 0.060
H -0.946916 -1.414176 4.411763 0.0 0.5 0.3 0.075
H 0.508344 -2.228396 4.032663 0.3 -0.1 -0.2 0.074
H -1.226406 -1.865166 0.694303 -0.4 -0.6 -0.3 0.088
H -0.510236 -3.132696 1.756363 -0.2 0.0 -0.1 0.079
H -2.059496 -2.381486 2.211733 0.0 0.1 -0.1 0.089
H 2.482294 0.472304 3.536463 0.2 0.3 -0.2 0.073
H 3.617064 1.257114 2.261403 -0.6 0.8 0.4 0.077
H 3.531724 -0.360416 2.328163 0.0 -0.6 0.8 0.071
H 1.495814 -2.414056 0.647823 0.2 -0.5 -0.2 0.097
C -4.800726 -3.505606 -9.150407 -1.2 -0.2 0.3 -0.045
C -4.665916 -4.709496 -8.141487 -0.8 0.5 -1.3 -0.429
C -3.151296 -4.933506 -8.074647 1.6 0.4 -0.3 -0.185
C -2.556596 -5.579126 -6.869897 -2.1 -0.9 1.4 -0.181
C -3.271866 -5.037066 -5.591367 1.4 -0.2 -0.9 -0.131
C -4.806236 -4.885956 -5.605807 -0.5 -1.5 2.0 -0.466
N -5.268196 -4.284316 -6.826327 2.8 0.6 -1.2 -0.138
O -6.616406 -3.990746 -6.890807 0.0 -0.5 0.1 0.020
C -5.472066 -6.324186 -5.294857 -0.5 0.3 -1.2 -0.017
C -5.115326 -3.955516 -4.379287 -0.5 0.5 -0.3 -0.039
C -5.311466 -5.997936 -8.791567 0.4 0.8 0.7 -0.024
H -4.403946 -2.588116 -8.715817 0.2 -0.1 0.0 0.082
H -5.840476 -3.303596 -9.407737 -0.3 0.0 0.5 0.071
H -4.401016 -3.657976 -10.152967 0.7 -0.4 0.3 0.079
H -2.758806 -5.583376 -8.856767 -0.8 0.1 -0.8 0.121
H -2.570896 -4.025376 -8.237557 -0.5 0.6 0.0 0.115
H -1.469656 -5.511446 -6.824377 -0.1 0.3 0.1 0.115
H -2.792856 -6.634246 -7.007767 0.1 -0.4 0.5 0.103
H -2.798946 -4.068676 -5.428077 -0.3 0.3 0.2 0.116
H -2.971316 -5.669516 -4.756037 -0.3 0.1 0.2 0.111
H -4.973966 -6.972156 -4.573657 0.1 0.5 0.2 0.078
H -6.537796 -6.281556 -5.070127 0.0 0.6 0.9 0.066
H -5.619246 -6.939396 -6.182547 0.9 0.0 -0.5 0.051
H -5.032646 -2.908196 -4.669767 0.5 0.0 -0.2 0.082
H -6.124716 -3.975446 -3.968407 -0.2 -0.6 -0.3 0.070
H -4.462206 -4.116086 -3.521547 0.2 -0.3 -0.2 0.077
H -6.399576 -6.046786 -8.833237 -0.1 0.4 0.2 0.074
H -4.966046 -6.843806 -8.197207 0.1 -0.3 -0.4 0.063
H -4.972336 -6.023046 -9.827177 0.2 -0.4 0.1 0.080
H -7.010516 -4.865706 -6.863867 -0.9 -0.3 -0.1 0.084
C -0.419596 1.570044 -5.755777 1.1 0.2 -0.7 -0.014
C 0.623274 1.428804 -6.923027 0.0 1.1 -0.9 -0.472
C -0.117086 1.025154 -8.219857 -1.0 0.9 -0.1 -0.126
C -0.790446 2.177854 -9.024147 -0.4 -1.3 0.6 -0.200
C 0.086654 3.388434 -9.213637 -0.5 -0.6 1.2 -0.128
C 0.773954 3.829794 -7.871917 -0.3 1.5 0.1 -0.447
N 1.398094 2.707904 -7.151517 -1.7 -1.4 -3.1 -0.153
O 2.156444 3.152984 -6.099597 0.4 0.0 1.0 -0.018
C 1.887294 4.833924 -8.233157 0.4 0.5 -0.6 -0.062
C -0.228006 4.627114 -6.907947 0.5 -0.6 -0.7 -0.017
C 1.678214 0.379354 -6.670957 1.0 -0.5 0.7 -0.059
H -0.003976 2.320194 -5.082997 0.1 -0.5 0.6 0.075
H -0.554886 0.571524 -5.340127 -0.2 0.3 0.4 0.082
H -1.375666 2.006344 -6.045037 0.0 -0.3 -0.4 0.067
H 0.388174 0.393364 -8.950367 0.7 0.0 0.5 0.113
H -0.966096 0.473874 -7.815657 0.1 -0.6 -0.3 0.107
H -1.770736 2.285994 -8.560007 -0.1 0.8 -0.1 0.102
H -0.961046 1.767194 -10.019317 -0.4 0.0 0.0 0.104
H -0.512916 4.201314 -9.623337 0.2 0.2 0.1 0.120
H 0.696714 2.997804 -10.028087 1.2 0.8 0.3 0.119
H 2.286884 5.384464 -7.381487 0.0 -0.3 0.1 0.079
H 2.702614 4.423824 -8.829117 0.3 -0.8 0.5 0.081
H 1.613694 5.611714 -8.946107 -1.0 0.1 0.2 0.079
H -0.403056 5.644004 -7.259207 -0.1 -0.1 -0.3 0.076
H -1.178546 4.110954 -6.773177 0.0 0.0 -0.2 0.061
H 0.227704 4.735344 -5.923717 0.2 -0.2 0.0 0.073
H 2.431504 0.296004 -7.454347 -0.1 0.7 -0.3 0.085
H 1.380664 -0.667616 -6.612587 -0.8 0.1 0.5 0.084
H 2.220434 0.660214 -5.768057 0.0 -0.3 0.2 0.079
H 3.024654 3.019634 -6.486927 0.4 0.2 0.6 0.112